{"formula": "C37H42KN10O8S3", "method": "the ωB97M-V functional and the def2-TZVPD basis", "relative_energy_kj_mol": 306.9, "orbital_gap_ev": 5.71, "e_lumo_ev": 2.2, "total_charge": -1, "species": ["K", "C", "C", "N", "N", "C", "N", "S", "C", "C", "C", "C", "C", "N", "H", "H", "H", "H", "H", "H", "H", "H", "H", "H", "C", "N", "C", "C", "O", "C", "O", "C", "C", "O", "N", "C", "C", "H", "H", "H", "H", "H", "H", "H", "H", "H", "H", "H", "H", "H", "H", "H", "H", "N", "C", "C", "C", "C", "C", "C", "S", "N", "C", "C", "C", "C", "C", "C", "N", "H", "H", "H", "H", "H", "H", "H", "H", "H", "O", "S", "O", "N", "C", "O", "C", "C", "C", "C", "C", "C", "H", "H", "H", "H", "C", "C", "O", "O", "H", "H", "H"], "positions_angstrom": [[12.60, 14.95, 9.77], [11.05, 10.61, 7.80], [11.34, 11.62, 8.86], [10.73, 12.77, 8.94], [9.76, 12.92, 8.02], [9.28, 14.27, 7.86], [8.46, 14.19, 6.70], [10.56, 15.52, 7.47], [12.32, 11.27, 9.92], [12.44, 9.96, 10.34], [13.50, 9.64, 11.19], [14.35, 10.60, 11.62], [14.13, 11.86, 11.11], [13.23, 12.24, 10.22], [11.29, 11.11, 6.87], [9.92, 10.39, 7.80], [11.58, 9.69, 7.76], [9.96, 12.65, 7.10], [7.56, 14.58, 6.83], [8.93, 14.62, 5.94], [11.73, 9.22, 10.01], [13.61, 8.66, 11.61], [15.11, 10.42, 12.38], [14.70, 12.71, 11.47], [14.58, 13.20, 15.71], [13.34, 13.81, 15.35], [13.25, 15.16, 16.03], [12.70, 13.50, 14.22], [12.88, 12.44, 13.63], [11.68, 14.53, 13.72], [11.25, 14.14, 12.44], [10.21, 13.23, 12.43], [8.97, 14.00, 12.80], [8.98, 15.17, 13.11], [7.78, 13.32, 12.78], [6.57, 14.09, 13.13], [7.64, 12.01, 12.22], [15.39, 13.77, 15.35], [14.53, 12.25, 15.15], [14.63, 13.10, 16.76], [14.22, 15.60, 15.97], [12.85, 15.04, 17.05], [12.56, 15.87, 15.56], [12.14, 15.57, 13.61], [10.90, 14.54, 14.56], [10.37, 12.46, 13.22], [10.18, 12.74, 11.44], [6.44, 14.09, 14.18], [5.70, 13.64, 12.56], [6.69, 15.17, 12.93], [8.52, 11.77, 11.65], [6.81, 12.05, 11.47], [7.46, 11.33, 12.99], [13.95, 19.48, 12.26], [12.90, 20.41, 12.18], [13.24, 21.75, 11.92], [12.17, 22.67, 11.83], [10.87, 22.20, 11.95], [10.56, 20.86, 12.19], [11.60, 19.95, 12.27], [11.42, 18.17, 12.35], [12.73, 17.57, 11.57], [13.81, 18.26, 11.57], [15.07, 17.64, 11.03], [16.29, 18.00, 11.54], [17.43, 17.43, 10.93], [17.25, 16.64, 9.82], [16.00, 16.32, 9.41], [14.93, 16.86, 9.98], [14.82, 19.94, 12.05], [14.29, 22.02, 11.89], [12.43, 23.71, 11.58], [10.03, 22.89, 11.86], [9.53, 20.48, 12.12], [16.44, 18.57, 12.43], [18.41, 17.61, 11.29], [18.05, 16.18, 9.26], [15.86, 15.76, 8.45], [16.51, 16.12, 16.13], [16.80, 16.36, 14.77], [17.37, 17.65, 14.40], [15.56, 15.93, 13.84], [15.90, 14.96, 13.04], [15.23, 14.46, 12.12], [17.30, 14.38, 13.25], [17.81, 13.21, 12.68], [19.07, 12.86, 13.06], [19.89, 13.73, 13.83], [19.28, 14.86, 14.45], [17.98, 15.15, 14.15], [17.20, 12.62, 12.02], [19.56, 11.96, 12.68], [20.89, 13.52, 14.05], [19.91, 15.45, 15.08], [8.96, 15.73, 10.02], [8.47, 14.66, 9.16], [7.48, 14.01, 9.43], [10.75, 15.30, 5.89], [9.13, 16.55, 9.34], [9.95, 15.56, 10.54], [8.25, 15.99, 10.81]]}

{"formula": "C37H42N2O2PS4V", "method": "the ωB97M-V functional and the def2-TZVPD basis", "orbital_gap_ev": [6.71, 6.81], "e_lumo_ev": [-2.4, -2.4], "spin_multiplicity": 4, "total_charge": 1, "s2": 3.923, "species": ["V", "N", "C", "C", "C", "C", "N", "H", "H", "H", "H", "H", "H", "H", "H", "H", "H", "H", "H", "O", "P", "C", "C", "C", "C", "C", "C", "C", "C", "C", "C", "C", "C", "C", "C", "C", "C", "C", "C", "H", "H", "H", "H", "H", "H", "H", "H", "H", "H", "H", "H", "H", "H", "H", "C", "S", "C", "H", "H", "H", "H", "H", "H", "O", "C", "C", "C", "C", "C", "S", "C", "C", "C", "C", "S", "C", "C", "C", "C", "S", "H", "H", "H", "H", "H", "H", "H", "H", "H"], "positions_angstrom": [[0.41, 0.22, 1.51], [-0.17, -0.72, 3.45], [0.87, -1.30, 4.33], [1.32, -0.34, 5.42], [1.96, 0.97, 4.95], [1.00, 2.00, 4.34], [0.92, 1.89, 2.87], [-0.85, -0.25, 4.03], [-0.67, -1.49, 3.00], [1.72, -1.59, 3.71], [0.50, -2.20, 4.82], [2.04, -0.87, 6.04], [0.46, -0.10, 6.06], [2.75, 0.76, 4.22], [2.43, 1.43, 5.82], [1.35, 3.00, 4.60], [0.00, 1.89, 4.76], [1.84, 2.08, 2.48], [0.32, 2.63, 2.51], [-0.86, -1.45, 0.91], [-1.73, -1.65, -0.31], [-0.73, -1.50, -1.82], [-1.28, -1.43, -3.04], [-0.58, -1.25, -4.30], [0.74, -1.09, -4.48], [1.79, -1.10, -3.42], [0.74, -1.44, -1.55], [-3.13, -0.49, -0.26], [-4.11, -0.42, -1.24], [-5.19, 0.43, -1.09], [-5.32, 1.20, 0.06], [-4.34, 1.14, 1.04], [-3.25, 0.30, 0.89], [-2.42, -3.32, -0.27], [-1.97, -4.17, 0.73], [-2.47, -5.46, 0.83], [-3.42, -5.90, -0.08], [-3.85, -5.06, -1.10], [-3.35, -3.78, -1.20], [-2.36, -1.49, -3.13], [-1.21, -1.22, -5.18], [1.09, -0.94, -5.49], [2.78, -0.96, -3.85], [0.94, -1.54, -0.49], [-4.04, -1.03, -2.13], [-5.94, 0.49, -1.86], [-6.17, 1.86, 0.18], [-4.44, 1.74, 1.94], [-2.48, 0.25, 1.65], [-1.23, -3.82, 1.44], [-2.12, -6.12, 1.61], [-3.82, -6.90, 0.00], [-4.58, -5.41, -1.82], [-3.69, -3.13, -2.00], [-1.77, 2.16, -3.31], [-1.08, 2.13, -1.64], [-1.97, 3.55, -0.95], [-1.52, 3.10, -3.80], [-2.85, 2.03, -3.27], [-1.32, 1.33, -3.86], [-3.04, 3.42, -1.11], [-1.63, 4.47, -1.42], [-1.76, 3.58, 0.11], [1.27, 1.16, 0.33], [2.48, 1.29, -0.40], [2.40, 2.56, -1.24], [2.80, 2.75, -2.53], [2.65, 4.10, -2.96], [2.13, 4.90, -1.99], [1.83, 4.03, -0.54], [2.65, 0.11, -1.35], [1.46, -0.21, -2.19], [1.67, -2.31, -2.43], [2.97, -2.49, -1.73], [3.65, -1.18, -0.95], [3.67, 1.39, 0.55], [3.94, 0.57, 1.61], [5.16, 0.88, 2.26], [5.80, 1.93, 1.67], [4.92, 2.56, 0.35], [3.20, 1.96, -3.15], [2.91, 4.44, -3.95], [1.92, 5.95, -2.04], [0.84, 0.67, -2.36], [1.27, -3.24, -2.83], [3.60, -3.35, -1.88], [3.29, -0.26, 1.88], [5.55, 0.34, 3.11], [6.74, 2.37, 1.94]]}